No. 1
# C5H37NO15

A structure of composition C5H37NO15 (ωB97M-V/def2-TZVPD, the OMol25 dataset).

- <S²>: 0.751
- E_HOMO (spin up / spin down): 0.123 / -7.046 eV
- Spin multiplicity: 2
- Kohn-Sham gap (spin up / spin down): 0.0668 / 0.3278 Eh
- Energy above the lowest of the compared OMol25 structures with the same formula, charge and spin: 73.9 kcal/mol
- Total charge: -1
- LUMO level (spin up / spin down): 1.94 / 1.87 eV

Structure (XYZ):
```
58
C5H37NO15, DFT ωB97M-V/def2-TZVPD
O 1.8326 0.7499 4.1535
O 3.7289 -2.5782 0.4437
O -3.0239 -0.6692 -0.5789
O 0.7067 -2.2132 0.2689
O -1.3936 -0.6777 3.9598
O 3.9377 1.9463 2.2595
O 3.6207 -0.4258 -3.0624
O -3.7029 -1.8488 -3.0584
O 0.0877 2.9255 1.1677
O -3.8664 1.2799 -0.1306
O -1.4302 1.0394 -4.9329
O 1.7588 -2.7791 3.1872
O -0.8847 -3.0304 2.5194
O 3.0177 0.0889 -0.1297
O -3.2971 1.1997 2.6310
N -0.5580 0.3325 -2.0044
C -0.0907 1.7282 -2.3351
C -0.5719 -0.4905 -3.2446
C -0.4658 2.6603 -1.1986
C 0.5646 2.5508 -0.0890
C -1.4120 -0.0436 -4.4077
H 2.7442 -0.1598 -1.0565
H -3.8527 -1.0664 -2.5268
H -2.1563 -0.8412 -4.7041
H -3.3205 1.1842 1.6565
H 0.9738 1.8139 -2.6329
H 1.0937 1.5897 -0.1536
H 0.9077 0.8644 4.3790
H -0.8453 -1.5021 -2.8837
H 3.5156 0.8173 -0.5542
H 0.0660 -0.1817 -1.3919
H -3.5944 0.3920 -0.4103
H 3.3127 -1.8662 -0.0679
H 3.4973 -0.3166 -4.0178
H -0.6050 3.6893 -1.5289
H -2.8665 -1.1770 0.2286
H -0.0126 -3.2541 2.9119
H 0.4588 -0.6862 -3.6230
H -2.1325 -0.2672 3.4691
H 4.5633 -0.5077 -2.8082
H -0.5333 2.3205 1.5804
H -4.7603 1.4423 -0.4504
H -0.6554 2.0071 -3.2188
H 4.2520 -2.1094 1.1010
H 1.3738 3.2760 -0.3220
H -3.6965 -2.6545 -2.5353
H 3.7914 0.9961 2.2546
H 2.0914 1.1654 3.3180
H -1.1154 -2.2856 3.1004
H -1.8807 -0.8486 4.7806
H 0.2665 -1.8885 1.0600
H -1.4388 2.2343 -0.8277
H 2.4911 -2.6833 2.5516
H 0.9171 -3.1413 0.3906
H 1.5133 -1.8699 3.4184
H 3.1814 2.4527 1.9547
H -2.1556 -0.4114 -0.9481
H -3.9473 1.7288 3.0879
```

natural (NBO) atomic charge list, values in e, 5 entries:
1 O -0.98
2 O -1.00
3 O -0.94
4 O -0.99
5 O -0.98

=====

No. 2
# C5H38N2O14

A cluster of 14 separate species, C5H38N2O14 in total (ωB97M-V/def2-TZVPD, the OMol25 dataset).

- E_HOMO: -9.713 eV
- Kohn-Sham gap: 0.3647 Eh
- Energy above the lowest of the compared OMol25 structures with the same formula, charge and spin: 55.8 kcal/mol
- LUMO level: 0.21 eV

Structure (XYZ):
```
59
C5H38N2O14, DFT ωB97M-V/def2-TZVPD
O -3.6693 -0.7189 -1.6987
O -2.8403 1.4578 -3.0968
O 3.8971 -2.7183 1.5680
O -0.0125 -3.0741 -0.2636
O 2.5610 3.2639 1.7599
O 3.9915 0.8854 0.8093
O 2.6973 0.7433 -1.4451
O -0.7488 1.6458 -4.7424
O 2.0776 -1.7676 -1.2093
O 2.9523 -0.5378 2.9246
O 0.1500 -0.7762 -3.6865
O -2.3450 -2.7265 -2.9404
O 0.2762 1.6353 -2.1410
O -4.6119 -1.2901 0.5762
N 1.0604 -0.2682 1.6521
N 1.2285 -1.9725 3.1667
C -0.8457 2.0277 2.9530
C -0.4071 -0.2207 1.7073
C 1.7986 -0.8838 2.6246
C -1.0409 0.5154 2.9935
C -1.6747 2.7030 1.8140
H -0.7040 0.2079 0.7277
H 2.3533 -0.8046 -1.1440
H -0.6095 0.0440 3.8769
H 0.1739 2.3690 2.7487
H 0.2851 1.8077 -3.1006
H 1.8455 1.1861 -1.2675
H -3.5382 -1.3678 -2.4199
H 2.6789 3.3069 2.7158
H 0.5071 -3.8886 -0.2201
H 1.4497 0.6029 1.3053
H 0.7754 -0.8911 -2.9533
H -0.4853 0.7559 -4.4348
H 3.9912 -2.0171 2.2515
H -1.9724 1.8987 1.0444
H -3.0279 -1.0249 -1.0396
H -4.8499 -1.4729 -0.3398
H 3.1935 -2.3471 1.0203
H 3.8618 0.1583 1.4609
H -3.0432 0.6476 -2.5763
H -1.0872 3.3386 1.1500
H -0.6390 1.7669 -1.8700
H 3.8532 1.6847 1.3189
H -1.0834 2.3333 3.9802
H -1.5772 -2.1478 -3.0562
H 1.9081 3.9421 1.5559
H 0.3270 -1.1092 -4.5683
H 0.4134 -2.4234 2.7811
H -2.0698 -3.4777 -2.4010
H -1.6930 1.7788 -4.5078
H -0.7556 -1.2482 1.7919
H 3.3815 1.1521 -0.8428
H 0.6464 -2.5545 -0.8411
H -2.5272 3.3010 2.1874
H -2.0955 0.2246 3.0030
H 1.7790 -2.4555 3.8755
H 2.7599 -2.1755 -1.7547
H -5.2866 -0.6508 0.8331
H -3.6332 1.6265 -3.6162
```

natural (NBO) atomic charge list, values in e, 5 entries:
1 O -0.98
2 O -1.00
3 O -0.96
4 O -1.00
5 O -0.96

=====

No. 3
# C5H38N2O14

A cluster of 14 separate species, C5H38N2O14 in total (ωB97M-V/def2-TZVPD, the OMol25 dataset).

- E_HOMO: -9.699 eV
- Kohn-Sham gap: 0.3615 Eh
- Energy above the lowest of the compared OMol25 structures with the same formula, charge and spin: 96.0 kcal/mol
- LUMO level: 0.14 eV

Structure (XYZ):
```
59
C5H38N2O14, DFT ωB97M-V/def2-TZVPD
O 0.7198 2.7229 -4.2482
O -1.6751 -3.6531 0.1915
O -2.6785 -2.5750 3.1244
O -1.5678 3.2091 -1.1700
O -1.0502 2.3704 1.5739
O 3.3980 -3.2284 -0.5160
O 0.7752 -0.1580 -4.1649
O 2.7438 2.3894 -2.1368
O -3.7325 2.5350 1.2846
O 2.2126 -0.3702 -1.6711
O -1.5696 -0.9710 -3.7673
O -1.9371 2.1973 -3.8973
O -4.2461 -0.1579 1.9791
O 1.0488 -4.8319 -1.3895
N 0.6695 -1.5892 4.0306
N 0.3431 0.6113 1.7244
C 1.3107 -0.3025 3.8479
C 1.5414 -0.0043 2.3574
C 0.1394 0.4080 0.3170
C 2.7072 0.9560 2.1912
C -0.2886 1.6798 2.2575
H 1.6262 -0.9485 1.8234
H 3.2522 3.1882 -2.2740
H 0.2272 -0.6509 0.0878
H -2.1072 -2.8156 -0.0192
H -2.8281 2.7485 1.5934
H -2.4409 2.9458 -1.4722
H -0.0255 2.3453 -4.7091
H -0.6813 -1.2424 -4.0170
H 3.6955 0.5000 2.1750
H 2.8383 -3.8704 -0.9754
H 0.5077 2.7494 -3.3082
H -0.2897 -1.5983 3.7121
H 0.7525 -4.2029 -2.0568
H -4.2317 3.1944 1.7844
H 2.6941 1.7624 2.9316
H -4.9306 0.3349 1.5237
H 0.3452 -4.7749 -0.7283
H 2.2173 -0.9613 -2.4289
H 3.4454 -3.5179 0.3937
H -1.5531 -0.7342 -2.8364
H 2.6291 1.5260 1.2631
H 2.8531 -0.8854 -1.1484
H -1.6967 -3.5903 1.1595
H -1.5775 3.1414 -0.2094
H -3.4454 0.3218 1.8373
H -2.5640 -1.7010 2.7495
H -1.7178 1.2536 -3.9335
H -0.7728 0.8461 -0.0786
H 0.7513 -1.9111 4.9835
H 1.2900 0.6176 -3.8980
H 2.2985 -0.3313 4.3093
H -3.6244 -2.6287 3.2145
H -0.1073 1.9537 3.2972
H 0.6320 0.0136 -5.1008
H 0.7274 0.9433 -0.4413
H 3.3347 1.6352 -2.0549
H -1.2144 2.5299 -3.3558
H 0.8264 0.5760 4.2891
```

natural (NBO) atomic charge list, values in e, 5 entries:
1 O -0.95
2 O -0.96
3 O -0.96
4 O -0.98
5 O -0.72

=====

No. 4
# C5H39NO13

A cluster of 14 separate species, C5H39NO13 in total (ωB97M-V/def2-TZVPD, the OMol25 dataset).

- E_HOMO: -10.027 eV
- Kohn-Sham gap: 0.3664 Eh
- Energy above the lowest of the compared OMol25 structures with the same formula, charge and spin: 74.2 kcal/mol
- LUMO level: -0.06 eV

Structure (XYZ):
```
58
C5H39NO13, DFT ωB97M-V/def2-TZVPD
O -3.5031 -1.9989 1.2983
O 2.4993 3.8300 2.5567
O -0.0342 4.4280 1.3965
O 4.6352 -0.7519 -0.6755
O 1.7293 1.7836 -2.8281
O -4.1444 0.2679 0.1714
O 3.1430 -4.0551 0.4804
O 0.7091 -2.6551 0.2292
O -1.8422 3.9247 -1.5038
O 1.8081 -0.2221 -0.0831
O 1.1596 -1.9608 -4.2051
O -0.5351 -2.6632 -1.9697
O -1.1021 -2.8701 2.2122
N -1.4878 -0.0193 -0.7116
C -1.1897 0.1942 -2.0984
C -0.7302 0.5351 1.5611
C -1.7275 0.9756 2.6342
C -1.0814 1.0737 0.1681
C 0.6936 0.7634 2.1866
H 2.1857 2.9497 2.4399
H -2.7170 1.0666 2.1730
H -1.8426 1.8524 0.2150
H -0.2202 1.6706 -0.2294
H -1.6084 1.0983 -2.5395
H -0.8583 -3.5163 -2.2952
H -0.0731 -3.0143 -1.1517
H -0.1127 0.3095 -2.4198
H -1.6441 2.0581 2.8293
H -0.6135 3.7385 1.0543
H -1.3981 -0.6800 -2.7184
H 0.5498 3.8927 1.9352
H -4.5690 0.1569 -0.6868
H 1.6437 0.8332 -2.8681
H -2.8836 -1.6000 0.6849
H 2.5307 -0.3037 -0.7190
H 1.2387 -0.1348 1.9695
H 0.6642 1.0355 3.2473
H 2.3768 -3.6587 0.0855
H 1.1694 -1.8150 0.0544
H 1.2184 0.4799 -0.3842
H -2.0170 -2.8359 1.8831
H 0.4541 -2.6845 1.1683
H 4.7902 -1.6768 -0.4744
H 2.1465 2.1787 -3.5957
H -1.1961 3.3253 -1.8844
H -4.2497 -1.4012 1.3693
H 2.6103 4.1860 1.6780
H -3.1958 0.1729 -0.0723
H -1.8381 0.3884 3.5328
H -1.0466 -0.9096 -0.4993
H 0.8890 -2.6479 -3.5774
H -1.6068 4.2073 -0.6303
H 4.4659 -0.4869 -1.5775
H 1.0770 1.7361 1.8564
H -0.8688 -0.5560 1.5527
H 3.1153 -3.9924 1.4357
H -1.0019 -3.5939 2.8313
H 0.6070 -1.2654 -3.8356
```

natural (NBO) atomic charge list, values in e, 5 entries:
1 O -0.98
2 O -0.93
3 O -0.93
4 O -0.98
5 O -0.96

=====

No. 5
# C5H39NO14

A cluster of 14 separate species, C5H39NO14 in total (ωB97M-V/def2-TZVPD, the OMol25 dataset).

- E_HOMO: -9.564 eV
- Kohn-Sham gap: 0.3460 Eh
- Energy above the lowest of the compared OMol25 structures with the same formula, charge and spin: 179.4 kcal/mol
- LUMO level: -0.15 eV

Structure (XYZ):
```
59
C5H39NO14, DFT ωB97M-V/def2-TZVPD
O 2.4135 3.3963 1.4106
O 0.6237 -3.2240 2.3739
O -2.9100 3.2336 1.1396
O -2.0061 -1.0963 -2.0282
O -1.9009 -1.0504 2.1674
O -2.7403 1.1710 3.6334
O 0.2429 -2.4909 0.0888
O 0.7119 -1.9483 -4.2856
O 3.7074 -2.0569 -1.8919
O 3.0438 -3.9821 0.2631
O -0.2640 4.8223 -0.0301
O -2.4942 -4.2496 1.2366
O 3.8627 1.4612 0.4597
O 0.6651 -0.4373 3.8957
N 1.4293 0.8373 -2.5107
C -2.6306 -0.3107 -1.0702
C -1.0417 1.4027 -2.1475
C 0.2333 0.7712 -1.5997
C 0.5967 1.4030 -0.2246
C -2.2219 1.1014 -1.1897
H -2.6682 -0.6576 0.0177
H -0.1376 1.2970 0.6117
H 0.2947 4.2717 -0.7821
H 3.9686 2.3103 0.5598
H -1.1520 -1.4785 1.9152
H 0.9663 -2.0041 -0.3039
H 1.4144 1.6951 -2.9135
H -2.0401 0.8961 2.9847
H -2.6073 0.4385 4.2612
H 3.4801 -3.8094 -0.5611
H 1.5847 -1.7669 -4.6412
H -1.2748 0.9838 -3.1431
H 3.4380 -3.3315 0.8661
H -0.7009 4.0291 0.5127
H -3.0045 4.1474 1.1397
H -1.5724 -0.6024 -2.8396
H 1.4731 0.1231 -3.1207
H -2.9689 1.8600 -1.5892
H 3.2678 -2.1785 -2.6460
H 0.1006 -0.3202 -1.3218
H -2.7493 -3.8598 0.3247
H 0.8400 2.4319 -0.2023
H 2.8846 1.3647 0.3667
H -0.8906 2.4435 -2.4843
H -2.9660 -3.6221 1.8258
H 3.3920 -1.0172 -1.8178
H 0.8627 -1.0053 3.1516
H -3.1010 2.9102 2.0498
H -1.7929 1.4660 -0.1773
H 0.2143 -1.3422 -4.8976
H 2.0674 4.2931 1.3707
H -0.4091 -2.7293 -0.5280
H -2.0712 -1.5365 2.9688
H 2.6293 3.0079 2.2982
H -0.0980 -3.7825 2.3686
H 1.3895 0.7307 0.1319
H 1.3049 -0.4645 4.5965
H -3.6266 -0.4243 -1.4865
H 0.9378 -3.5209 1.4435
```

natural (NBO) atomic charge list, values in e, 5 entries:
1 O -1.00
2 O -0.99
3 O -0.96
4 O -0.76
5 O -0.94

=====

No. 6
# C5H39NO15

A cluster of 15 separate species, C5H39NO15 in total (ωB97M-V/def2-TZVPD, the OMol25 dataset).

- E_HOMO: -10.010 eV
- Kohn-Sham gap: 0.3655 Eh
- Energy above the lowest of the compared OMol25 structures with the same formula, charge and spin: 79.1 kcal/mol
- LUMO level: -0.06 eV

Structure (XYZ):
```
60
C5H39NO15, DFT ωB97M-V/def2-TZVPD
O -1.4759 2.0272 0.1716
O -4.4498 -1.1566 0.0989
O 1.6543 -3.0988 2.2381
O 0.6538 4.3070 0.5981
O 3.9784 -0.4664 1.8523
O -3.6191 1.2213 -1.2342
O -2.2285 -2.1578 -0.9969
O -0.5555 -0.7246 2.0008
O -1.4932 -3.4269 1.7211
O 3.2382 3.8204 -0.4660
O -2.0556 1.2706 3.0244
O 1.8200 -1.0512 3.9034
O -0.0978 3.3208 -2.0464
O 1.3794 1.4177 -3.6842
O 3.3394 2.3453 1.9767
N -0.0347 -1.8495 -0.7381
C 1.3244 -1.6305 -1.2614
C -1.0892 -2.1874 -1.4959
C -1.0445 -2.4859 -2.9767
C -2.0170 -1.4878 -3.6454
C 1.8326 -0.2378 -0.9192
H -4.1258 0.8741 -1.9747
H -0.8064 2.8390 -1.5897
H 3.2985 3.1881 -1.1925
H -2.0596 -1.5061 -4.7336
H 4.4728 -0.8533 2.5832
H -1.3797 -3.4899 -3.2242
H 1.0803 0.5192 -0.7126
H 2.3763 0.1087 -1.8013
H -0.0697 -2.3649 -3.4396
H 4.3019 0.4444 1.8364
H -1.4588 -3.0686 0.8233
H 2.5321 2.8572 1.8486
H -0.2094 -1.2799 0.0858
H -1.7694 -0.4937 -3.2810
H -0.2602 -1.5693 2.3621
H 3.8922 2.9773 1.4999
H -4.3928 -0.8436 0.9980
H -0.1968 4.7613 0.6153
H -2.1788 -4.0830 1.7229
H 1.9422 -2.3850 -0.7516
H 0.5079 3.6105 -1.3446
H 0.8186 1.6044 -4.4357
H -3.0380 -1.7338 -3.3657
H 0.9325 1.8376 -2.9319
H 0.7469 -2.7814 2.3291
H 2.5987 -0.3206 -0.1599
H 1.4465 -2.0557 -2.2535
H 2.3507 -0.8828 3.1433
H -3.7318 -1.7961 -0.0686
H 2.2859 4.0005 -0.4258
H -1.1577 1.5830 2.9603
H -1.6014 1.1156 -0.1086
H -2.3209 2.4516 -0.0045
H 1.8749 -2.0083 3.9721
H -2.1609 0.3949 2.6570
H -4.0371 0.7806 -0.4755
H 1.9071 -2.8051 1.3636
H 1.1338 4.7701 1.2962
H 0.0855 -0.0385 2.2032
```

natural (NBO) atomic charge list, values in e, 5 entries:
1 O -0.97
2 O -0.98
3 O -0.93
4 O -0.96
5 O -0.97

=====

no.,F_max (eV/Å)
1,4.6
2,2.5
3,1.8
4,2.9
5,8.0
6,2.1